(1)
A 3-piece molecular cluster, C11H26FN2O10PS2 overall in a non-equilibrium geometry, computed with ωB97M-V/def2-TZVPD.

The geometry in XYZ format:
```
53
C11H26FN2O10PS2 | the Open Molecules 2025 dataset | ωB97M-V/def2-TZVPD
C -4.018 4.404 4.252
C -5.103 4.158 3.044
C -4.824 2.802 2.144
N -3.344 2.489 2.144
N -2.980 1.597 1.147
P -3.234 -0.107 1.610
O -2.755 -0.496 3.246
O -2.350 -1.249 0.575
S -5.127 -0.683 1.463
S -1.278 1.955 0.843
O -0.895 3.199 1.737
O -1.058 2.455 -0.636
F -0.205 0.699 1.308
H -4.493 4.980 5.175
H -3.539 3.428 4.691
H -3.134 5.060 3.799
H -5.058 5.129 2.352
H -6.170 4.080 3.564
H -5.184 3.034 1.030
H -5.511 1.957 2.573
H -3.009 2.094 3.050
H -3.265 -1.312 3.570
H -2.652 -2.177 0.874
C -1.279 -4.077 -5.203
C 0.183 -4.260 -4.836
O 0.688 -3.103 -4.157
C 0.344 -2.993 -2.850
O -0.339 -3.783 -2.217
O 0.868 -1.836 -2.373
C 0.499 -1.549 -1.026
H -1.422 -3.151 -5.770
H -1.636 -4.919 -5.803
H -1.906 -4.003 -4.310
H 0.775 -4.374 -5.751
H 0.340 -5.163 -4.235
H 0.727 -2.389 -0.362
H -0.564 -1.295 -0.977
H 1.077 -0.682 -0.693
C 4.219 -0.900 -2.031
C 5.681 -1.083 -1.664
O 6.187 0.074 -0.986
C 5.842 0.185 0.322
O 5.159 -0.606 0.954
O 6.366 1.341 0.798
C 5.998 1.628 2.146
H 4.076 0.026 -2.599
H 3.862 -1.742 -2.631
H 3.592 -0.825 -1.139
H 6.273 -1.197 -2.579
H 5.838 -1.986 -1.064
H 6.226 0.789 2.810
H 4.934 1.882 2.194
H 6.576 2.495 2.478
```

Results
SMILES string: CCCNN(P(O)(O)=S)S(=O)(=O)F.CCOC(=O)OC.CCOC(=O)OC
HOMO level, Ha: -0.3558
Frontier orbital gap, eV: 7.98

Atom charges from the Löwdin analysis, given in e for atoms 1 to 5: C -0.1504; C -0.2243; C -0.2012; N -0.1490; N -0.3361



(2)
C5H10AgO4 as an isolated structure, computed with ωB97M-V/def2-TZVPD.

The geometry in XYZ format:
```
20
C5H10AgO4 | the Open Molecules 2025 dataset | ωB97M-V/def2-TZVPD
O -2.665 -2.516 2.123
C -1.735 -2.843 1.348
O -1.391 -4.018 1.078
Ag -3.169 -4.774 2.413
O -1.040 -1.809 0.812
C 0.037 -2.101 -0.074
C 0.717 -0.796 -0.415
H -0.347 -2.576 -0.989
H 0.744 -2.790 0.409
H 1.461 -0.977 -1.201
H -0.024 -0.079 -0.808
O 1.429 -0.209 0.697
H 0.801 -0.009 1.409
C 0.724 4.164 -0.633
C 0.764 2.915 -1.438
H 0.973 3.960 0.427
H 1.452 4.902 -0.997
H -0.278 4.618 -0.632
H -0.156 2.362 -1.642
H 1.702 2.577 -1.885
```

Results
Relative energy (zero: lowest compared OMol25 entry of this formula, charge and spin), kcal per mole: 0.0
HOMO level (alpha / beta), Ha: -0.2845 / -0.3493
Frontier orbital gap (alpha / beta), eV: 6.21 / 7.97
Spin multiplicity: 2
<S²>: 0.754

Atom charges from the Löwdin analysis, given in e for atoms 1 to 5: O -0.0779; C -0.7973; O -0.0810; Ag 0.8268; O 0.0012



(3)
C37H31N7O3PRe as an isolated structure, computed with ωB97M-V/def2-TZVPD.

The geometry in XYZ format:
```
80
C37H31N7O3PRe | the Open Molecules 2025 dataset | ωB97M-V/def2-TZVPD
Re -0.410 0.604 -1.179
O -3.924 -0.220 0.788
C -2.843 0.252 0.498
N -2.419 0.650 -0.748
C -3.270 1.425 -1.573
C -4.641 1.582 -1.426
C -5.301 2.484 -2.251
C -4.608 3.215 -3.199
C -3.237 3.053 -3.363
C -2.571 2.145 -2.552
N -1.198 1.776 -2.652
C -0.626 1.761 -3.904
O -0.896 2.458 -4.857
C 0.360 0.639 -4.039
C 1.079 0.416 -5.198
C 1.951 -0.656 -5.233
C 2.098 -1.448 -4.098
C 1.358 -1.158 -2.973
N 0.469 -0.153 -2.964
C -1.838 0.630 1.546
C -1.667 0.058 2.955
C -0.213 1.412 3.931
C 0.638 2.506 3.384
C 0.441 2.920 2.135
N -0.631 2.384 1.360
H -5.180 1.015 -0.683
H -6.369 2.616 -2.140
H -5.132 3.923 -3.827
H -2.699 3.621 -4.102
H 0.936 1.090 -6.031
H 2.527 -0.866 -6.123
H 2.799 -2.270 -4.076
H 1.479 -1.694 -2.043
H -2.302 -0.760 3.276
H -0.076 1.267 5.000
H 1.427 2.945 3.982
H 1.043 3.673 1.645
N 6.029 -2.965 5.893
C 5.310 -2.457 5.157
C 4.412 -1.824 4.232
C 3.580 -2.605 3.432
C 2.723 -1.992 2.536
C 2.685 -0.605 2.429
C 3.515 0.168 3.234
C 4.377 -0.435 4.134
C 1.759 0.039 1.455
C 2.338 0.521 0.220
C 3.682 0.720 -0.045
C 3.763 1.409 -1.272
C 2.472 1.593 -1.704
N 1.584 1.046 -0.815
C 0.480 0.196 1.812
C -0.130 0.024 3.163
C -1.704 1.505 3.538
C -1.875 2.064 2.105
N -0.472 0.896 0.978
H 3.615 -3.683 3.517
H 2.075 -2.591 1.908
H 3.488 1.246 3.148
H 5.024 0.162 4.762
H 4.501 0.438 0.595
H 4.656 1.752 -1.768
H 2.125 2.077 -2.604
H 0.296 -0.788 3.743
H -2.419 1.847 4.280
H -2.683 2.765 1.916
C -0.299 -4.037 -1.280
P -1.277 -2.682 -0.623
C -2.681 -2.444 -1.708
C -1.887 -3.184 0.982
O -0.378 -1.447 -0.497
H -0.086 -3.869 -2.336
H -0.836 -4.980 -1.176
H 0.639 -4.101 -0.729
H -3.153 -3.407 -1.906
H -2.345 -2.014 -2.653
H -3.407 -1.774 -1.249
H -2.453 -4.112 0.882
H -2.547 -2.416 1.387
H -1.049 -3.349 1.660
```

Results
Relative energy (zero: lowest compared OMol25 entry of this formula, charge and spin), kcal per mole: 90.5
HOMO level (alpha / beta), Ha: -0.3645 / -0.3811
Total charge: +1
Frontier orbital gap (alpha / beta), eV: 6.78 / 6.31
Spin multiplicity: 4
<S²>: 3.771

Atom charges from the Löwdin analysis, given in e for atoms 1 to 5: Re 1.7846; O 0.0997; C -0.4566; N -0.0692; C -0.2044



(4)
C46H62BaN2O3PS2 as an isolated structure in a non-equilibrium geometry, computed with ωB97M-V/def2-TZVPD.

The geometry in XYZ format:
```
117
C46H62BaN2O3PS2 | the Open Molecules 2025 dataset | ωB97M-V/def2-TZVPD
Ba 1.096 -0.362 0.485
C -3.286 -0.974 0.869
C -2.818 -1.531 2.093
C -1.815 -2.481 1.744
C -1.557 -2.312 0.352
C -2.575 -1.483 -0.212
C -2.965 -1.400 -1.700
C -1.950 -2.256 -2.488
C -3.021 0.052 -2.163
C -4.378 -1.979 -1.820
C -1.201 -3.738 2.440
C -0.822 -4.758 1.359
C -2.180 -4.473 3.358
C 0.027 -3.307 3.250
C -3.478 -1.095 3.417
C -3.901 0.381 3.364
C -2.466 -1.273 4.592
C -4.774 -1.934 3.534
H -4.082 -0.259 0.734
H -0.789 -2.856 -0.169
H -0.929 -1.908 -2.327
H -2.204 -2.227 -3.554
H -2.040 -3.319 -2.173
H -2.056 0.562 -2.130
H -3.766 0.625 -1.607
H -3.313 0.095 -3.214
H -4.474 -3.003 -1.429
H -4.749 -1.916 -2.833
H -5.079 -1.391 -1.227
H -1.659 -5.002 0.689
H -0.487 -5.681 1.833
H 0.054 -4.469 0.787
H -3.113 -4.705 2.878
H -2.358 -3.962 4.309
H -1.755 -5.462 3.615
H -0.258 -2.838 4.180
H 0.716 -2.649 2.739
H 0.655 -4.192 3.475
H -3.018 1.012 3.220
H -4.333 0.674 4.315
H -4.630 0.583 2.575
H -1.554 -0.732 4.316
H -2.184 -2.321 4.749
H -2.799 -0.907 5.551
H -5.517 -1.631 2.803
H -5.217 -1.766 4.514
H -4.617 -3.003 3.413
C 0.281 1.807 5.223
O 0.792 1.740 3.894
C 2.003 2.501 3.814
C 2.782 2.033 2.582
O 1.905 1.856 1.470
C 1.702 2.993 0.664
C 0.233 3.337 0.837
O -0.562 2.161 0.673
C -1.906 2.508 0.352
H 0.781 1.056 5.835
H 0.388 2.829 5.662
H -0.790 1.537 5.189
H 1.749 3.582 3.746
H 2.634 2.376 4.709
H 3.599 2.709 2.306
H 3.252 1.080 2.842
H 2.353 3.818 1.020
H 1.976 2.770 -0.389
H 0.033 3.642 1.878
H -0.065 4.118 0.154
H -1.992 2.714 -0.720
H -2.589 1.656 0.597
H -2.203 3.373 0.942
N 2.221 1.547 -3.651
P 0.584 1.882 -3.290
C -0.110 1.731 -4.932
C -0.106 2.762 -5.887
C -0.824 2.675 -7.076
C -1.546 1.553 -7.372
C -1.516 0.466 -6.486
C -0.795 0.569 -5.315
C 0.631 3.714 -3.161
C 1.802 4.471 -3.010
C 1.736 5.810 -2.724
C 0.495 6.428 -2.563
C -0.663 5.725 -2.883
C -0.586 4.378 -3.216
C 3.013 0.517 -3.214
C 4.295 0.461 -3.828
C 4.995 -0.728 -3.743
C 4.501 -1.717 -2.898
C 3.323 -1.522 -2.177
N 2.589 -0.392 -2.317
H 2.689 2.079 -4.395
H 0.421 3.677 -5.720
H -0.729 3.485 -7.766
H -2.217 1.541 -8.205
H -1.933 -0.506 -6.732
H -0.798 -0.303 -4.685
H 2.771 4.028 -3.183
H 2.622 6.396 -2.691
H 0.407 7.459 -2.268
H -1.624 6.244 -2.921
H -1.503 3.861 -3.436
H 4.670 1.322 -4.406
H 5.941 -0.920 -4.282
H 5.016 -2.671 -2.880
H 2.960 -2.283 -1.473
S 4.360 -0.529 0.492
C 4.589 -1.797 1.570
C 5.585 -1.699 2.554
C 5.926 -2.723 3.411
C 5.267 -3.948 3.361
C 4.269 -4.126 2.433
C 3.876 -3.083 1.560
S 2.475 -3.294 0.556
H 6.102 -0.718 2.633
H 6.806 -2.632 4.061
H 5.585 -4.758 4.022
H 3.689 -5.058 2.349
```

Results
HOMO level, Ha: -0.1094
Total charge: -1
Frontier orbital gap, eV: 4.72

Atom charges from the Löwdin analysis, given in e for atoms 1 to 5: Ba 1.5805; C -0.0956; C -0.1642; C -0.1600; C -0.1782



(5)
C37H31MnN5O6S as an isolated structure, computed with ωB97M-V/def2-TZVPD.

The geometry in XYZ format:
```
81
C37H31MnN5O6S | the Open Molecules 2025 dataset | ωB97M-V/def2-TZVPD
Mn -0.316 -0.489 -0.024
O -0.301 -2.123 -0.981
C -0.935 -2.306 -2.122
C -1.212 -3.621 -2.514
C -1.807 -3.921 -3.732
C -2.155 -2.894 -4.609
C -1.894 -1.586 -4.242
C -1.287 -1.248 -3.019
C -1.006 0.131 -2.762
N -0.494 0.550 -1.602
N -0.224 1.841 -1.462
C -0.007 2.274 -0.252
O -0.274 1.362 0.837
C 0.309 3.666 -0.012
C 0.823 4.417 -1.088
C 1.114 5.760 -0.950
C 0.918 6.416 0.263
C 0.413 5.689 1.330
C 0.109 4.339 1.202
H -0.934 -4.404 -1.819
H -2.001 -4.955 -3.994
H -2.621 -3.113 -5.562
H -2.153 -0.776 -4.917
H -1.219 0.886 -3.511
H 0.990 3.913 -2.030
H 1.512 6.301 -1.802
H 1.154 7.468 0.371
H 0.242 6.171 2.286
H -0.296 3.819 2.054
C 3.789 -1.825 -5.602
C 2.940 -2.442 -4.483
C 3.231 -3.947 -4.398
C 1.469 -2.261 -4.853
C 3.289 -1.791 -3.139
C 4.633 -1.731 -2.740
C 4.989 -1.148 -1.536
C 3.998 -0.634 -0.716
S 4.185 0.166 0.821
C 2.441 0.399 0.899
N 1.771 -0.193 -0.134
C 2.642 -0.712 -1.066
C 2.305 -1.287 -2.302
C 1.858 1.067 1.989
C 2.564 1.325 3.200
C 1.907 1.731 4.345
C 0.521 1.913 4.360
C -0.178 1.767 3.162
C 0.496 1.433 2.019
H 3.511 -2.269 -6.563
H 4.858 -1.990 -5.452
H 3.620 -0.747 -5.659
H 3.045 -4.424 -5.367
H 2.583 -4.417 -3.655
H 4.268 -4.137 -4.113
H 1.296 -2.692 -5.844
H 1.183 -1.207 -4.883
H 0.794 -2.761 -4.156
H 5.410 -2.138 -3.375
H 6.031 -1.091 -1.241
H 1.268 -1.325 -2.591
H 3.632 1.137 3.240
H 2.478 1.879 5.254
H -0.004 2.164 5.271
H -1.249 1.921 3.100
C 1.844 -2.248 2.695
C 0.410 -1.862 2.776
N -0.308 -1.412 1.791
C -1.613 -1.168 2.288
C -1.633 -1.506 3.666
N -0.322 -1.951 3.909
C -2.572 -1.527 4.723
O -3.818 -1.049 4.473
O -2.277 -1.929 5.865
C -2.613 -0.677 1.405
O -3.770 -0.425 1.794
O -2.209 -0.470 0.142
H 2.138 -2.331 1.650
H 2.013 -3.209 3.187
H 2.482 -1.501 3.172
H -0.031 -2.283 4.812
H -3.872 -0.736 3.526
```

Results
Relative energy (zero: lowest compared OMol25 entry of this formula, charge and spin), kcal per mole: 83.0
HOMO level (alpha / beta), Ha: 0.0191 / -0.1039
Total charge: -2
Frontier orbital gap (alpha / beta), eV: 3.53 / 6.84
Spin multiplicity: 6
<S²>: 8.878

Atom charges from the Löwdin analysis, given in e for atoms 1 to 5: Mn 0.8304; O -0.1495; C -0.3513; C -0.0388; C -0.1319



(6)
C23H20N6SScSe as an isolated structure, computed with ωB97M-V/def2-TZVPD.

The geometry in XYZ format:
```
52
C23H20N6SScSe | the Open Molecules 2025 dataset | ωB97M-V/def2-TZVPD
Sc 0.004 1.332 -1.280
C -4.451 1.870 -1.047
C -3.141 1.771 -1.517
N -2.136 1.402 -0.753
C -2.366 1.080 0.559
C -3.654 1.142 1.109
C -4.701 1.560 0.259
C -3.867 0.742 2.453
C -2.815 0.264 3.168
C -1.508 0.222 2.617
C -1.246 0.682 1.353
N 0.004 0.737 0.705
C 1.244 0.885 1.358
C 1.486 1.055 2.697
C 2.805 1.176 3.205
C 3.888 1.149 2.387
C 3.680 1.054 0.991
C 4.732 1.124 0.053
C 4.470 1.105 -1.289
C 3.141 1.022 -1.707
N 2.135 0.932 -0.865
C 2.377 0.932 0.484
H -5.236 2.187 -1.718
H -2.908 2.012 -2.545
H -5.708 1.624 0.659
H -4.863 0.801 2.880
H -2.965 -0.082 4.184
H -0.710 -0.193 3.215
H 0.664 1.142 3.389
H 2.940 1.291 4.274
H 4.897 1.232 2.777
H 5.751 1.213 0.414
H 5.260 1.174 -2.024
H 2.893 1.030 -2.759
Se 0.608 5.821 -0.528
C 0.389 4.292 -1.310
N 0.236 3.233 -1.842
C -0.768 -3.835 -3.444
N -0.251 -3.374 -2.164
C 0.010 -4.323 -1.075
C 0.500 -3.415 0.068
N 0.448 -2.085 -0.549
C -0.024 -2.116 -1.793
S -0.287 -0.760 -2.815
H -0.068 -4.537 -3.898
H -0.908 -2.991 -4.111
H -1.725 -4.337 -3.296
H 0.761 -5.047 -1.383
H -0.902 -4.862 -0.826
H 1.512 -3.656 0.373
H -0.145 -3.464 0.941
H 0.517 -1.213 -0.032
```

Results
HOMO level, Ha: -0.3832
Total charge: +1
Frontier orbital gap, eV: 7.28

Atom charges from the Löwdin analysis, given in e for atoms 1 to 5: Sc 0.8307; C -0.0215; C -0.0947; N 0.0044; C -0.1415



(7)
A 13-piece molecular cluster, H26O13 overall in a non-equilibrium geometry, computed with ωB97M-V/def2-TZVPD.

The geometry in XYZ format:
```
39
H26O13 | the Open Molecules 2025 dataset | ωB97M-V/def2-TZVPD
O -10.683 1.420 11.232
H -10.767 0.495 11.465
H -11.526 1.805 11.471
O -13.489 1.012 10.460
H -13.929 1.595 11.081
H -13.992 0.198 10.498
O -15.612 0.603 7.820
H -15.058 1.324 7.524
H -15.006 -0.125 7.957
O -13.504 1.938 13.274
H -13.457 1.784 14.217
H -14.342 2.381 13.144
O -16.286 0.034 11.973
H -15.731 -0.738 11.862
H -17.148 -0.320 12.191
O -11.787 1.138 8.343
H -12.325 1.072 9.132
H -10.987 0.658 8.557
O -14.174 -1.567 7.830
H -13.593 -1.767 8.564
H -13.846 -2.107 7.111
O -15.772 2.860 9.243
H -16.085 1.965 9.109
H -16.479 3.293 9.721
O -14.042 5.095 12.125
H -14.203 4.183 11.883
H -14.580 5.603 11.519
O -15.793 2.670 12.132
H -16.526 3.064 11.658
H -15.834 1.741 11.907
O -15.777 -2.638 10.904
H -14.883 -2.440 10.623
H -16.315 -2.463 10.132
O -13.050 -0.949 13.177
H -13.573 -1.431 13.817
H -13.188 -0.028 13.398
O -13.122 -2.183 10.467
H -12.699 -3.041 10.486
H -13.033 -1.852 11.361
```

Results
Relative energy (zero: lowest compared OMol25 entry of this formula, charge and spin), kcal per mole: 17.9
HOMO level (alpha / beta), Ha: -0.4997 / -0.4997
Total charge: +1
Frontier orbital gap (alpha / beta), eV: 10.23 / 2.99
Spin multiplicity: 2
<S²>: 0.757

Atom charges from the Löwdin analysis, given in e for atoms 1 to 5: O 0.1355; H 0.0758; H 0.0454; O -0.0063; H 0.0300



(8)
A 3-piece molecular cluster, C2H11NO3 overall, computed with ωB97M-V/def2-TZVPD.

The geometry in XYZ format:
```
17
C2H11NO3 | the Open Molecules 2025 dataset | ωB97M-V/def2-TZVPD
C 2.403 0.417 -1.002
N 2.069 -0.947 -0.566
C 1.011 -1.091 0.397
O 0.167 0.041 0.486
H 2.508 1.084 -0.148
H 3.354 0.399 -1.510
H 1.625 0.851 -1.629
H 1.875 -1.502 -1.392
H 1.403 -1.281 1.404
H 0.401 -1.978 0.184
H -0.747 -0.206 0.300
O -2.632 -0.876 0.511
H -3.359 -1.481 0.346
H -2.960 0.026 0.376
O -2.185 2.106 0.176
H -1.870 2.667 0.892
H -1.421 1.964 -0.393
```

Results
SMILES string: CNCO.O.O
Relative energy (zero: lowest compared OMol25 entry of this formula, charge and spin), kcal per mole: 14.9
HOMO level, Ha: -0.3217
Frontier orbital gap, eV: 9.39

Atom charges from the Löwdin analysis, given in e for atoms 1 to 5: C -0.1284; N -0.1059; C -0.3098; O -0.0843; H 0.0760



Molar mass (computed, Da): 460.4, 242.0, 838.9, 923.4, 728.7, 536.4, 234.2, 97.1
E (computed, a.u.): -2534.0907, -644.3469, -2456.9976, -3288.5059, -3703.0853, -4777.3489, -993.3347, -363.2506